*w*
A 2-piece molecular cluster, H5N4 overall. Source: OMol25; level of theory: wB97M-V/def2-TZVPD.

## Properties
LUMO energy, eV: -3.88
Total charge: +1
E_HOMO, eV: -14.64
Frontier orbital gap, eV: 10.7562

```
9
H5N4 (wB97M-V/def2-TZVPD)
N -1.8044 0.0991 -0.2638
H 2.5661 0.4172 -0.4127
H -3.8530 0.2784 -0.2980
N -0.7214 0.0248 -0.4478
H 2.2617 -1.1505 0.0974
N 1.8980 -0.1242 0.1223
H 0.8258 -0.0435 -0.0811
N -2.8826 0.2056 0.1973
H 1.7098 0.2933 1.0864
```



*x*
An isolated ion of composition H5N4 and charge +1. Source: OMol25; level of theory: wB97M-V/def2-TZVPD.

## Properties
LUMO energy, eV: -5.37
Total charge: +1
SMILES string: NNN=[NH2+]
E_HOMO, eV: -16.47
Frontier orbital gap, eV: 11.1090

```
9
H5N4 (wB97M-V/def2-TZVPD)
N 0.7324 -0.5418 0.0338
H 2.1419 0.9568 -0.3824
H -0.4154 1.1106 -0.2461
N -0.3877 0.1038 -0.0904
H 2.5064 -0.5249 0.3562
H -2.1129 -0.3485 0.9027
N 1.7924 0.1105 -0.0043
H -2.3106 -0.7846 -0.5808
N -1.9465 -0.0817 0.0113
```



Q: Which of them is the least stable? A: *x*.



*w*
C53H42AsIrN5O2S as an isolated structure. Source: OMol25; level of theory: wB97M-V/def2-TZVPD.

## Properties
Spin multiplicity: 6
<S²>: 8.8794
LUMO energy (spin up / spin down), eV: -5.17 / -8.00
Total charge: +2
E_HOMO (spin up / spin down), eV: -11.00 / -13.00
Frontier orbital gap (spin up / spin down), eV: 5.8347 / 4.9954

```
105
C53H42AsIrN5O2S (wB97M-V/def2-TZVPD)
H 3.6313 1.5153 -3.0266
H 5.9434 -1.5891 -0.6408
C 2.3440 3.3593 4.2004
H -3.8506 7.4889 0.6842
H -4.3458 5.1786 -0.0887
H -1.2223 0.7673 5.2272
N -0.6169 -0.2523 -1.2145
H -0.0949 -3.3000 1.8127
C -3.8107 -0.0207 2.3507
C 2.0183 1.0433 2.6837
C -2.6665 -0.9566 -2.1938
H -3.0657 -0.1375 -4.1474
C 1.8681 -2.7179 -0.8930
C 3.7276 -3.9119 0.2005
H -2.1981 3.4987 2.4629
H -3.9339 0.1536 4.4870
C 3.3880 2.4442 4.0941
H -7.2821 2.2016 -1.5845
H 0.3052 3.8182 3.6517
C -6.2932 2.4523 -1.9509
H 4.4096 -4.7557 0.2056
H -5.3440 1.9538 -0.0992
H 0.3308 6.5849 1.0019
C 4.9085 1.9973 0.3556
H -2.2077 -4.3296 1.5239
C -0.7679 -2.0530 3.3878
N 2.8440 -1.0682 2.2067
C -0.9638 4.9717 0.3175
C -0.3012 0.4942 -2.3226
H 4.4574 -3.1101 2.0486
C -3.9275 2.6440 -1.5851
H -6.9889 3.0295 -3.8998
C 1.1276 3.1148 3.5442
C -0.2833 -2.4547 5.7194
C -0.3680 -2.9123 4.4086
N -0.8417 -1.5527 0.9563
C -3.3316 5.4707 0.1514
C 2.8267 1.8608 -1.0277
H 2.7854 -4.5099 -1.6636
H -4.7335 3.6440 -4.7238
H 2.6290 2.7751 -0.4724
C -2.2940 4.5793 0.0364
H -0.5327 -0.7744 7.0406
C 1.8914 -1.7629 0.0955
C -1.7351 7.1661 0.9096
C -3.6236 0.6314 3.5655
C -0.6858 6.2854 0.7770
C 2.8455 -1.8968 1.2070
H 7.4237 -0.2306 0.8101
C -2.2742 -3.2571 1.6704
C -3.7581 3.1174 -2.8887
H 0.0164 1.7575 2.3035
C -5.1946 2.3022 -1.1069
H -1.3908 -0.0567 2.8931
H 4.3261 2.6367 4.5999
H -0.1184 -3.9503 4.1786
C -1.7971 -1.7305 0.1016
C -0.9087 -2.5977 1.9865
H -3.5754 -1.5472 -2.1446
C -0.5941 -1.1307 6.0167
S 0.2075 3.7834 0.0532
C -1.0751 -0.7297 3.6877
C 4.4570 -0.0501 -0.8192
C 2.9226 2.1649 -2.5268
C -2.8460 1.8664 1.2053
H 2.4651 4.2513 4.8085
H -4.2742 -1.0016 2.3224
C 6.4818 0.1792 0.4618
Ir 0.6095 -0.2773 0.3120
H -2.8952 2.3994 4.5498
H -1.5478 8.1784 1.2537
N 1.5898 1.0304 -0.9741
C -3.0432 6.7713 0.5888
C 5.6512 -0.5818 -0.3536
C -2.6404 2.5110 2.4244
H -3.0217 -3.0363 2.4218
H -2.7739 3.3780 -3.2563
C -0.9846 -0.2696 4.9993
H -3.5651 0.0808 0.2281
O -2.7045 -2.6504 0.3877
C 0.9840 1.1392 -2.1219
C 0.9615 1.9750 2.7878
C -3.0375 1.8915 3.6022
H -0.9162 1.1434 -4.2575
C -2.3717 -0.1696 -3.3155
H 1.1525 -2.6539 -1.7091
H 0.0343 -3.1296 6.5085
As -2.3576 2.7125 -0.4497
C -3.4101 0.5867 1.1707
H 6.7626 2.0729 1.4396
C -1.7760 -0.9866 -1.1469
C 3.2348 1.2864 3.3576
C 2.7928 -3.7756 -0.8639
H 3.1566 3.1980 -2.7449
O 1.5815 1.8535 -3.0642
C 4.0750 1.2391 -0.4587
C -6.1274 2.9257 -3.2483
H 4.0269 0.5547 3.2824
C -4.8606 3.2645 -3.7152
C 6.1113 1.4711 0.8151
C -1.1711 0.5539 -3.3821
C 3.7634 -3.0129 1.2176
N 1.8410 -0.0827 1.9507
H 4.6183 3.0093 0.6318
H 3.8212 -0.6431 -1.4749
```



*x*
C53H42AsIrN5O2S as an isolated structure. Source: OMol25; level of theory: wB97M-V/def2-TZVPD.

## Properties
Spin multiplicity: 6
<S²>: 8.8512
LUMO energy (spin up / spin down), eV: -5.84 / -7.59
Total charge: +2
E_HOMO (spin up / spin down), eV: -11.62 / -12.77
Frontier orbital gap (spin up / spin down), eV: 5.7866 / 5.1843

```
105
C53H42AsIrN5O2S (wB97M-V/def2-TZVPD)
H 3.6956 0.6202 -2.2142
C -5.4851 2.0022 1.1283
H 0.5468 0.5861 4.3703
H 2.0804 -3.8585 1.8293
C -2.6275 0.6309 -2.8388
C -1.1861 1.8509 4.4023
C -0.3653 0.7203 3.7850
H -4.6617 -4.7445 -1.4722
C 2.4697 3.6367 0.4087
H 0.0137 4.1590 -5.4526
C -3.3785 0.3315 0.2939
C -4.2622 2.5605 0.8341
H -4.2278 -1.8514 3.3165
C -0.5139 -1.7103 4.3413
C -2.0185 -0.4824 -2.2666
C -1.5337 -1.3379 -4.4677
H -4.7788 -1.2722 0.5074
H 3.6067 5.4399 0.2498
H 6.1189 -3.3197 -1.6096
C 1.3907 -1.8993 1.3088
H -3.1884 1.6105 -4.6595
H -1.1102 -2.1079 -5.1005
N 0.0999 1.3584 2.4945
H 5.5251 2.1581 -2.3369
C 4.6308 -0.6494 0.7495
H -2.2217 -0.1437 -6.1116
C -2.4458 -2.5384 -0.1599
C 5.1655 -1.8195 1.2728
C 0.1611 3.8685 -3.3219
H -3.0627 1.4082 -2.2249
C 3.3458 2.7219 -0.3465
C -2.4547 -0.6540 3.4058
H -0.9782 -2.3297 -2.6543
H -2.2379 1.8151 4.1345
C 5.7002 -2.5734 -0.9458
C 0.6278 1.6051 -2.5934
C 5.1787 1.9660 -1.3273
C -2.2446 -4.6860 0.9016
C 0.4277 2.1060 -4.9584
Ir 0.7797 0.9863 0.4554
C -2.5848 -2.9226 4.1879
C -2.1560 -0.2335 -5.0347
N 1.2376 -0.5603 -2.0758
H -0.0251 4.9090 -3.0885
C 0.7162 3.6126 1.8956
H -1.0768 1.9277 5.4782
C 2.0712 -3.5849 -0.3243
C -1.2436 -2.8754 4.5433
C 1.9083 5.6337 1.5761
H -2.9474 0.2043 2.9653
H 2.0119 -3.0180 -2.3847
C 0.9046 4.9354 2.2361
H 4.2089 0.0978 1.4130
C 1.3881 -1.3960 -1.0788
H 2.4342 -4.5848 -0.5237
H -0.7710 -3.7343 5.0029
H -3.5728 -6.2127 0.1971
N 0.8280 0.7159 -1.5983
C -1.4624 -1.4630 -3.0878
H 0.3087 5.3874 3.0166
C 0.6523 1.1889 -3.9574
H 6.0232 1.7953 -0.6650
C -3.1838 -1.8156 3.6029
C -5.6601 0.6222 1.0074
H -6.3082 2.6307 1.4432
C 1.8609 -3.1720 1.0200
C -3.8742 -4.3563 -0.8387
O -0.6258 3.0531 3.7890
C 1.1321 -0.9952 0.2966
H -3.1638 -3.8199 4.3676
C 5.1587 -1.4079 -1.4684
H -4.1035 3.6279 0.9153
H 2.0891 6.6751 1.8089
H 0.8373 0.1515 -4.1800
C -4.6140 -0.2055 0.5915
H 0.5192 -1.6586 4.6723
C -1.1141 -0.5861 3.7833
C 4.6255 -0.4387 -0.6239
H 5.1684 -1.9795 2.3447
C -0.0219 2.6243 2.7038
S -1.6892 2.4658 0.0763
C 0.3744 2.9727 -2.3037
C -3.4650 -3.0394 -0.9773
H 0.3501 3.3130 -1.2801
N 1.4110 3.0132 0.9324
H 6.1264 -3.6893 0.8365
H 0.4396 1.7800 -5.9906
C 2.7404 4.9640 0.6895
C -3.1827 1.7310 0.4324
C 5.7028 -2.7810 0.4270
H -1.7624 -5.3303 1.6267
H -1.0518 -2.9776 1.4122
N 3.0455 1.4976 -0.4436
C -2.6975 0.7514 -4.2206
H 5.1451 -1.2524 -2.5428
H 1.2423 -1.6096 2.3407
C -3.2591 -5.1812 0.0986
H -6.6272 0.1851 1.2240
H -3.9238 -2.4137 -1.7328
C 4.1125 0.8424 -1.2284
As -1.8558 -0.7061 -0.3427
C -1.8412 -3.3616 0.7801
O 4.4825 3.1758 -0.8584
C 1.8422 -2.7319 -1.3547
C 0.1840 3.4453 -4.6564
```



Q: Which of them is the least stable? A: *x*.